{"formula": "C29H49ClF4I2N2O5S", "method": "the ωB97M-V functional and the def2-TZVPD basis", "symbols": ["C", "C", "C", "C", "C", "C", "C", "C", "C", "C", "C", "C", "C", "C", "C", "C", "C", "C", "Cl", "C", "C", "O", "N", "C", "O", "F", "C", "S", "O", "O", "C", "F", "F", "F", "C", "N", "C", "I", "C", "C", "I", "H", "H", "H", "H", "H", "H", "H", "H", "H", "H", "H", "H", "H", "H", "H", "H", "H", "H", "H", "H", "H", "H", "H", "H", "H", "H", "H", "H", "H", "H", "H", "H", "H", "H", "H", "H", "H", "H", "H", "H", "H", "H", "H", "H", "C", "C", "O", "H", "H", "H", "H", "H"], "coordinates": [[3.5821, 4.1574, -0.6766], [5.1623, 3.8816, -0.8572], [5.7585, 2.9776, 0.3364], [4.8970, 1.6206, 0.5921], [5.9287, 0.5098, 1.1561], [6.6953, -0.1181, -0.1358], [6.3233, -1.6866, -0.1743], [4.7884, -1.8195, -0.6601], [4.3961, -3.4000, -0.7053], [3.0096, -3.6519, 0.1015], [2.1104, -4.7236, -0.7404], [0.6928, -4.9418, 0.0374], [-0.2987, -3.6804, -0.1189], [-1.8597, -4.0471, 0.1696], [-2.8771, -3.3965, -0.8956], [-4.2556, -2.8437, -0.2181], [-4.3048, -1.2248, -0.2419], [-5.2848, -0.7496, -1.4238], [-4.4337, 0.6169, -2.3042], [-6.8157, -0.4598, -0.9929], [-7.5683, 0.6154, -1.9499], [-7.3156, 1.8393, -2.0037], [-8.7128, 0.1470, -2.8301], [-9.8095, 1.1374, -2.6550], [-10.0743, 2.0263, -3.4898], [-10.5799, 0.9993, -1.4577], [-7.0926, -0.2632, 0.5789], [-7.4639, 1.4395, 1.1883], [-8.7233, 2.0641, 0.5951], [-7.8201, 1.2755, 2.6691], [-6.0305, 2.6331, 1.1756], [-5.2357, 2.3716, 2.3482], [-6.5375, 3.9597, 1.3708], [-5.2779, 2.6734, -0.0148], [-5.9346, -0.8990, 1.5439], [-4.5447, -0.5847, 1.0898], [-3.5188, -0.9657, 2.1445], [-3.9333, -2.4701, 3.7167], [-2.2220, -0.3556, 2.2126], [-1.1966, -0.7684, 3.4070], [-1.5533, 1.1484, 0.7978], [3.3305, 3.9531, 0.4341], [2.9844, 3.4322, -1.3544], [3.3716, 5.2527, -0.9559], [5.7590, 4.8674, -0.8421], [5.3720, 3.3352, -1.8569], [6.8345, 2.6504, 0.0617], [5.7809, 3.5309, 1.3521], [4.4016, 1.2611, -0.3919], [4.0174, 1.8009, 1.3239], [5.3244, -0.3262, 1.6839], [6.6682, 1.0381, 1.8489], [6.3663, 0.4190, -1.1033], [7.8353, 0.0260, -0.0385], [6.5039, -2.0918, 0.8895], [6.9836, -2.1868, -0.9693], [4.0746, -1.2691, 0.0474], [4.6667, -1.4098, -1.7335], [5.2560, -3.9871, -0.2102], [4.2674, -3.7502, -1.8007], [2.4240, -2.6538, 0.0877], [3.2435, -4.0120, 1.1637], [2.7110, -5.6957, -0.8352], [1.9793, -4.3080, -1.7994], [0.2677, -5.9296, -0.3610], [0.9808, -5.1276, 1.1409], [0.0901, -2.8653, 0.5979], [-0.1352, -3.2771, -1.1918], [-2.0870, -3.7853, 1.2600], [-1.9256, -5.1945, 0.0301], [-2.3028, -2.5862, -1.4650], [-3.1142, -4.2205, -1.6759], [-4.3515, -3.3031, 0.8239], [-5.1047, -3.3175, -0.8519], [-3.2392, -0.8996, -0.5647], [-5.2940, -1.6282, -2.1795], [-7.3646, -1.4522, -1.2577], [-8.3384, 0.2929, -3.7946], [-8.0310, -0.8925, 0.8451], [-6.0236, -0.5369, 2.6317], [-6.1773, -2.0280, 1.5799], [-4.4042, 0.4477, 0.9546], [-0.3082, -0.0512, 3.3503], [-1.7074, -0.5778, 4.4289], [-0.8846, -1.8788, 3.3061], [7.9822, 7.3018, -0.4191], [8.8484, 6.1229, -0.9129], [8.4614, 5.0329, -0.2501], [8.1123, 7.4812, 0.6535], [8.2707, 8.2237, -0.9430], [6.9171, 7.1346, -0.6147], [9.8959, 6.4645, -0.7910], [8.7417, 6.1295, -2.0166]], "homo_lumo_gap_ev": 1.051, "fmax_ev_per_a": 9.62, "lumo_energy_ev": -2.87, "energy_ha": -3472.7370, "e_homo_ev": -3.92}

***

{"formula": "C29H49INO9P3S", "method": "the ωB97M-V functional and the def2-TZVPD basis", "symbols": ["C", "C", "O", "C", "C", "I", "C", "C", "C", "C", "S", "C", "C", "C", "C", "P", "C", "C", "C", "C", "C", "N", "H", "H", "H", "H", "H", "H", "H", "H", "H", "H", "H", "H", "H", "H", "H", "H", "H", "H", "H", "C", "C", "O", "P", "O", "O", "C", "C", "O", "C", "C", "H", "H", "H", "H", "H", "H", "H", "H", "H", "H", "H", "H", "H", "H", "H", "C", "C", "O", "P", "O", "O", "C", "C", "O", "C", "C", "H", "H", "H", "H", "H", "H", "H", "H", "H", "H", "H", "H", "H", "H", "H"], "coordinates": [[-4.9398, 1.2413, 8.0909], [-4.3444, 1.5956, 6.7007], [-3.6735, 0.4066, 6.2065], [-3.9815, 0.0777, 4.9129], [-5.2463, -0.2896, 4.4252], [-6.9639, -0.4096, 5.6646], [-5.4155, -0.6052, 3.0799], [-4.3267, -0.5924, 2.2131], [-3.0403, -0.2706, 2.6592], [-2.9172, 0.0771, 4.0048], [-1.2736, 0.5556, 4.5562], [-0.2781, -0.5576, 3.5496], [0.9123, -1.0626, 4.0705], [1.6539, -1.9389, 3.2892], [1.2014, -2.3046, 2.0121], [2.1958, -3.4924, 1.0152], [1.0265, -4.4032, -0.1206], [2.8882, -4.8077, 2.1449], [1.8466, -5.3965, 3.1631], [0.0148, -1.7472, 1.5218], [-0.7562, -0.8579, 2.2804], [-1.9577, -0.3150, 1.7408], [-4.1751, 1.3287, 8.8784], [-5.1813, 0.1706, 8.0427], [-5.8258, 1.8489, 8.3167], [-3.5742, 2.3789, 6.7974], [-5.1344, 1.9079, 6.0048], [-6.3917, -0.8891, 2.6845], [-4.5199, -0.8457, 1.1674], [1.1833, -0.7472, 5.0799], [2.5875, -2.3252, 3.7083], [-0.0148, -4.4026, 0.2438], [1.0795, -3.8673, -1.0826], [1.3710, -5.4303, -0.3083], [3.3276, -5.6327, 1.5644], [3.7347, -4.3280, 2.6638], [2.0583, -4.9759, 4.1555], [1.9301, -6.4942, 3.2168], [0.8257, -5.1739, 2.8247], [-0.2833, -2.0740, 0.5190], [-2.2397, -0.9038, 0.9630], [4.7361, -4.1146, -6.1386], [5.2680, -3.2175, -5.0356], [4.4750, -2.0432, -4.8636], [2.9590, -2.2166, -4.2456], [3.2391, -2.5025, -2.8048], [2.5289, -0.6411, -4.0406], [2.2495, -0.1347, -2.7316], [3.4853, 0.5034, -2.1340], [2.2605, -2.2570, -5.7362], [1.6446, -1.1450, -6.3979], [2.6568, -0.1708, -6.9581], [3.7594, -4.5299, -5.8734], [5.4185, -4.9462, -6.3208], [4.6066, -3.5537, -7.0645], [5.3281, -3.7629, -4.0888], [6.2748, -2.8833, -5.2880], [1.8408, -0.9133, -2.0893], [1.4687, 0.6241, -2.8367], [4.3386, -0.1754, -2.1511], [3.3026, 0.8100, -1.1030], [3.7723, 1.3834, -2.7128], [0.9162, -0.6583, -5.7521], [1.0716, -1.5684, -7.2266], [3.3107, 0.2356, -6.1896], [2.1442, 0.6602, -7.4458], [3.2974, -0.6669, -7.6899], [-1.6738, 4.5699, -3.8948], [-0.7220, 5.2775, -2.9469], [-0.9057, 4.8702, -1.5926], [-0.4698, 3.3302, -1.1788], [1.0237, 3.4752, -1.1742], [-0.6679, 3.3892, 0.4519], [0.4045, 3.2013, 1.3738], [1.0014, 4.5334, 1.7792], [-2.0245, 2.8016, -1.3627], [-2.9772, 2.6314, -0.3038], [-3.5397, 3.9467, 0.1871], [-1.4592, 3.4980, -3.9425], [-1.5861, 4.9772, -4.9033], [-2.7053, 4.6769, -3.5583], [0.3174, 5.1076, -3.2449], [-0.9031, 6.3524, -2.9801], [1.1580, 2.5249, 0.9721], [-0.0182, 2.7106, 2.2550], [1.2979, 5.1251, 0.9124], [1.8745, 4.3875, 2.4176], [0.2651, 5.1260, 2.3263], [-2.5626, 2.0315, 0.5051], [-3.7934, 2.0388, -0.7262], [-2.7663, 4.6162, 0.5568], [-4.2528, 3.7684, 0.9940], [-4.0502, 4.4692, -0.6245]], "homo_lumo_gap_ev": 6.860, "smiles": "CCOc1c(I)ccc2c1Sc1ccc(P(C)CC)cc1N2.CCOP(=O)(OCC)OCC.CCOP(=O)(OCC)OCC", "fmax_ev_per_a": 8.06, "lumo_energy_ev": -0.53, "energy_ha": -3586.2823, "e_homo_ev": -7.39}